[1]
# C39H38AsMnO2S5

A structure of composition C39H38AsMnO2S5 in a non-equilibrium geometry (ωB97M-V/def2-TZVPD, the Open Molecules 2025 dataset).

Output
E in a.u.: -7037.104778
E_HOMO (spin up / spin down) in eV: -3.7 / -3.2
Total charge: -1
<S²>: 0.966
HOMO-LUMO gap (spin up / spin down) in eV: 5.7 / 5.2
Multiplicity: 2
Relative energy (zero: lowest compared OMol25 entry of this formula, charge and spin) in eV: 0.671

CARTESIAN COORDINATES (ANGSTROEM)
Mn: -0.05148 -3.01182 0.72090
C: 6.77644 4.93927 -0.76190
C: 5.56870 4.11421 -0.41766
C: 5.68979 2.93251 0.30136
C: 4.56674 2.18563 0.63495
C: 3.31734 2.61912 0.22910
C: 3.17163 3.80329 -0.47872
C: 4.29486 4.54093 -0.79969
S: 1.88045 1.64740 0.69746
O: 0.86756 2.61466 1.17631
C: 1.44433 1.11940 -0.97104
C: 2.46824 0.45538 -1.67650
C: 2.22232 -0.08693 -2.89996
C: 0.93266 -0.01955 -3.47068
C: 0.65914 -0.61218 -4.72363
C: -0.60450 -0.59351 -5.24315
C: -1.64800 0.01388 -4.52479
C: -1.41221 0.59946 -3.31078
C: -0.11249 0.60932 -2.75098
C: 0.16111 1.20300 -1.47061
C: -0.99573 1.81374 -0.75480
C: -1.50556 3.08065 -1.16439
C: -0.88009 3.85508 -2.16885
C: -1.38249 5.07816 -2.52309
C: -2.53382 5.58266 -1.89263
C: -3.16010 4.85383 -0.91873
C: -2.66549 3.58957 -0.52803
C: -3.29864 2.83308 0.48657
C: -2.79545 1.62513 0.87262
C: -1.64179 1.11973 0.25011
S: -0.80655 -0.38749 0.75375
O: -1.47596 -1.52762 0.01392
C: -1.32883 -0.51530 2.46364
C: -0.71883 0.29317 3.40900
C: -0.82058 -0.04947 4.74708
C: -1.49904 -1.19617 5.14828
C: -1.42934 -1.66390 6.57243
C: -2.16394 -1.94839 4.18450
C: -2.08104 -1.61479 2.84402
H: 7.69469 4.36555 -0.64119
H: 6.84439 5.81833 -0.11724
H: 6.72826 5.29290 -1.79266
H: 6.67011 2.59001 0.61109
H: 4.65936 1.26647 1.20202
H: 2.18047 4.13685 -0.76438
H: 4.19082 5.46339 -1.36005
H: 3.44656 0.35702 -1.22482
H: 3.00411 -0.61212 -3.43456
H: 1.47106 -1.09774 -5.25133
H: -0.81053 -1.05828 -6.19899
H: -2.65137 0.00461 -4.93145
H: -2.22900 1.04341 -2.75981
H: 0.00535 3.46393 -2.65311
H: -0.89479 5.66394 -3.29196
H: -2.92112 6.55130 -2.18283
H: -4.04667 5.23734 -0.42727
H: -4.18455 3.24011 0.95985
H: -3.25529 1.05268 1.66695
H: -0.12469 1.14364 3.09767
H: -0.30472 0.54831 5.48953
H: -1.42757 -0.82651 7.27153
H: -0.50518 -2.23107 6.70901
H: -2.26396 -2.32090 6.81825
H: -2.70231 -2.84050 4.48232
H: -2.53906 -2.23144 2.07816
S: 1.62389 -4.26044 4.56737
C: 1.33626 -3.86196 2.97880
S: 1.46729 -2.25284 2.35166
S: 0.79333 -4.96179 1.75609
C: 0.86359 -3.13690 -1.06626
H: 0.76088 -4.13894 -1.50519
H: 1.93739 -2.94928 -0.92547
H: 0.50904 -2.42430 -1.82826
C: -3.45845 -4.16741 -0.87173
As: -1.84186 -4.70043 0.11821
C: -1.25086 -6.14118 -1.05511
C: -2.67745 -5.74819 1.55343
H: -4.04990 -5.02677 -1.19392
H: -3.15660 -3.57911 -1.73764
H: -4.06729 -3.53249 -0.22671
H: -2.05588 -6.85712 -1.22887
H: -0.40236 -6.64333 -0.59082
H: -0.92877 -5.70745 -2.00034
H: -2.04724 -6.60934 1.76896
H: -3.67808 -6.07297 1.26644
H: -2.72065 -5.14412 2.45925

[2]
# C39H38AsN5ORuS2Si

A structure of composition C39H38AsN5ORuS2Si (ωB97M-V/def2-TZVPD, the Open Molecules 2025 dataset).

Output
E in a.u.: -5274.406999
E_HOMO (spin up / spin down) in eV: -10.1 / -10.2
Total charge: +1
<S²>: 0.756
HOMO-LUMO gap (spin up / spin down) in eV: 7.3 / 6.8
Multiplicity: 2
Relative energy (zero: lowest compared OMol25 entry of this formula, charge and spin) in eV: 0.000

CARTESIAN COORDINATES (ANGSTROEM)
Ru: -1.30435 -0.40278 0.73951
N: -0.73816 2.31780 4.07952
C: -0.87271 1.27465 3.22851
S: -2.09241 1.41644 1.97796
N: -0.09111 0.24170 3.40348
N: -0.44947 -0.75644 2.54509
C: -0.33751 -1.99643 2.89244
C: 0.45744 -2.48103 4.03234
C: 1.78227 -2.05654 4.13817
C: 2.57615 -2.51034 5.17689
C: 2.05197 -3.37397 6.12942
C: 0.72809 -3.77912 6.04433
C: -0.06785 -3.33576 4.99938
C: -1.21326 -2.87834 2.09049
C: -1.21023 -4.26211 2.15425
C: -2.15633 -4.97587 1.43731
C: -3.09478 -4.29515 0.67868
C: -3.01411 -2.91860 0.61106
N: -2.09459 -2.22817 1.28569
H: -1.48492 2.98808 4.13181
H: -0.18664 2.16285 4.90836
H: 2.18271 -1.37430 3.39962
H: 3.60644 -2.18749 5.24682
H: 2.67370 -3.72490 6.94235
H: 0.31088 -4.43594 6.79577
H: -1.10785 -3.63359 4.95864
H: -0.46340 -4.76893 2.74619
H: -2.15964 -6.05694 1.47270
H: -3.86226 -4.81558 0.12459
H: -3.68347 -2.33926 -0.01066
C: -2.04457 -3.72240 -5.26203
Si: -0.76242 -2.70208 -4.35925
C: 0.39916 -3.84135 -3.44741
C: 0.18465 -1.62802 -5.56174
C: -1.71983 -1.52044 -3.21873
C: -2.80496 -0.84114 -3.76011
C: -3.57438 0.05637 -3.01786
C: -3.22149 0.28023 -1.70846
N: -2.16960 -0.34195 -1.16425
C: -1.43908 -1.23257 -1.87302
S: -0.18727 -1.87358 -0.84081
H: -1.55790 -4.42480 -5.94210
H: -2.72352 -3.10975 -5.85804
H: -2.64703 -4.30313 -4.56022
H: 0.79277 -4.56351 -4.16829
H: -0.10401 -4.39473 -2.65362
H: 1.24260 -3.31361 -3.00217
H: 0.81104 -2.23722 -6.21698
H: 0.83371 -0.92555 -5.03373
H: -0.48940 -1.04650 -6.19443
H: -3.07755 -1.01497 -4.79584
H: -4.42280 0.56635 -3.45092
H: -3.75592 0.96929 -1.06627
O: 0.32849 0.75876 0.23018
As: 0.85492 2.33180 0.01272
C: 1.84785 2.87866 1.55161
C: 1.39244 3.75421 2.52762
C: 2.19451 4.03235 3.62635
C: 3.43408 3.42628 3.75561
C: 3.88203 2.53661 2.78662
C: 3.09333 2.26470 1.68231
C: -0.51432 3.52799 -0.57853
C: -0.69048 4.82783 -0.12384
C: -1.69823 5.61149 -0.66988
C: -2.51434 5.10194 -1.66813
C: -2.31501 3.81125 -2.14154
C: -1.31141 3.02451 -1.60219
C: 2.10137 2.20792 -1.42956
C: 2.27328 0.99141 -2.07570
C: 3.16683 0.91324 -3.13651
C: 3.87211 2.03772 -3.53882
C: 3.69301 3.25204 -2.88591
C: 2.80452 3.34058 -1.82673
H: 0.41006 4.19821 2.46332
H: 1.84431 4.72032 4.38463
H: 4.05505 3.64622 4.61400
H: 4.84916 2.06244 2.88743
H: 3.44956 1.58059 0.92055
H: -0.04620 5.24908 0.63430
H: -1.84028 6.62410 -0.31682
H: -3.29772 5.71721 -2.09041
H: -2.93417 3.42164 -2.93943
H: -1.14284 2.02385 -1.98127
H: 1.71693 0.12121 -1.74468
H: 3.31508 -0.02996 -3.64652
H: 4.56777 1.97075 -4.36494
H: 4.24587 4.12609 -3.20296
H: 2.66560 4.28810 -1.31728